# 1
DFT (ωB97M-V/def2-TZVPD) results for a molecular structure, C13H29FKO2P.

## Properties
E_LUMO, eV: -2.3570

XYZ file:
```
47
C13H29FKO2P | OMol25 | ωB97M-V/def2-TZVPD
C 3.298 2.990 1.697
C 3.049 1.667 0.979
C 3.554 1.705 -0.459
C 3.646 0.366 -1.189
C 2.398 -0.512 -1.043
C 2.417 -1.432 0.159
C 1.362 -2.573 0.114
C 0.110 -2.261 0.974
C -1.155 -2.072 0.122
C -0.978 -0.968 -0.916
C -2.287 -0.413 -1.454
C -3.072 0.319 -0.367
C -4.339 -0.447 0.021
O -5.160 0.424 0.708
P -4.734 2.094 0.375
F -5.824 2.565 1.567
O -3.552 1.530 -0.817
H 3.280 2.861 2.769
H 2.536 3.718 1.445
H 4.262 3.371 1.385
H 3.514 0.876 1.559
H 1.982 1.476 0.955
H 4.507 2.224 -0.463
H 2.861 2.318 -1.026
H 4.549 -0.188 -0.947
H 3.697 0.602 -2.247
H 2.280 -1.120 -1.937
H 1.555 0.163 -1.024
H 2.232 -0.918 1.086
H 3.405 -1.872 0.271
H 1.844 -3.465 0.596
H 1.088 -2.859 -0.927
H -0.103 -3.069 1.670
H 0.288 -1.357 1.535
H -1.387 -3.027 -0.347
H -1.953 -1.750 0.777
H -0.482 -0.151 -0.407
H -0.350 -1.325 -1.729
H -2.891 -1.157 -1.965
H -2.028 0.344 -2.188
H -2.453 0.412 0.533
H -4.806 -0.822 -0.899
H -4.090 -1.334 0.621
H -3.704 2.052 1.375
H -4.383 3.467 0.083
H -5.812 2.169 -0.558
K 1.828 -4.623 -0.467
```

These are the Mulliken partial charges, in e, on atoms 1 to 8: atom 1 (C): -1.486, atom 2 (C): 0.117, atom 3 (C): -0.635, atom 4 (C): -1.191, atom 5 (C): -0.251, atom 6 (C): -0.392, atom 7 (C): -1.069, atom 8 (C): -0.997

***

# 2
DFT (ωB97M-V/def2-TZVPD) results for 7 unconnected molecules or ions with the total composition C13H29N3O21S4.

## Properties
ΔE to the lowest compared entry with this formula, charge and spin, kcal per mole: 0.0
E_LUMO, eV: 0.0569
SMILES: C[N+](=O)[O-].C[N+](=O)[O-].O=S1(=O)OCCO1.O=S1(=O)OCCO1.O=S1(=O)OCCO1.O=S1(=O)OCCO1.CN(C)C=O

XYZ file:
```
70
C13H29N3O21S4 | OMol25 | ωB97M-V/def2-TZVPD
C 0.914 3.332 -2.172
N -0.451 3.647 -1.733
O -0.515 4.373 -0.719
O -1.407 3.170 -2.357
H 1.176 2.453 -1.583
H 1.674 4.103 -2.044
H 0.957 2.921 -3.181
C -0.043 -0.592 1.081
N 0.165 0.208 -0.143
O 0.538 -0.385 -1.137
O -0.380 1.305 -0.146
H -0.478 -1.493 0.645
H -0.764 -0.058 1.700
H 0.945 -0.671 1.533
O 4.213 1.837 -1.171
S 3.629 1.181 -0.023
O 3.173 -0.206 -0.095
O 4.641 1.316 1.317
C 4.096 2.105 2.316
C 2.616 2.095 2.113
O 2.526 2.129 0.747
H 4.383 1.679 3.278
H 4.570 3.080 2.204
H 2.076 2.944 2.532
H 2.159 1.204 2.542
O -2.760 1.334 1.931
S -2.124 1.493 3.226
O -1.884 0.284 4.025
O -0.761 2.442 3.103
C -1.050 3.786 3.139
C -2.128 3.850 4.216
O -2.903 2.680 4.139
H -0.219 4.478 3.274
H -1.401 4.161 2.177
H -2.790 4.714 4.159
H -1.689 3.874 5.214
O -4.595 0.259 -0.692
S -3.757 -0.953 -0.649
O -2.564 -1.160 -1.486
O -3.337 -1.246 0.913
C -3.297 -2.650 1.201
C -4.428 -3.271 0.310
O -4.790 -2.251 -0.538
H -2.322 -3.052 0.924
H -3.502 -2.904 2.241
H -5.291 -3.416 0.961
H -4.151 -4.196 -0.196
O 1.195 1.748 -6.042
S 1.101 0.324 -5.674
O 2.178 -0.534 -6.188
O 0.703 0.135 -4.053
C -0.623 -0.439 -3.788
C -1.223 -0.697 -5.180
O -0.382 -0.243 -6.228
H -0.564 -1.356 -3.202
H -1.152 0.353 -3.258
H -2.198 -0.248 -5.373
H -1.399 -1.773 -5.194
C 3.345 -4.025 0.273
N 1.882 -3.858 0.448
C 1.384 -3.864 1.800
C 1.004 -3.876 -0.611
O -0.191 -3.893 -0.511
H 3.860 -3.189 0.747
H 3.595 -4.127 -0.782
H 3.611 -4.920 0.836
H 0.378 -3.446 1.819
H 1.451 -4.856 2.247
H 1.895 -3.120 2.411
H 1.474 -4.028 -1.595
```

These are the Mulliken partial charges, in e, on atoms 1 to 8: atom 1 (C): -0.347, atom 2 (N): 1.038, atom 3 (O): -0.589, atom 4 (O): -0.545, atom 5 (H): -0.095, atom 6 (H): 0.290, atom 7 (H): 0.191, atom 8 (C): 0.978

***

# 3
DFT (ωB97M-V/def2-TZVPD) results for a molecular structure, C13H29N3O7Sr.

## Properties
Charge: -2
ΔE to the lowest compared entry with this formula, charge and spin, kcal per mole: 296.9
E_LUMO, eV: 2.2715

XYZ file:
```
53
C13H29N3O7Sr | OMol25 | ωB97M-V/def2-TZVPD
Sr 1.286 0.576 -0.585
O 5.718 -2.077 -2.965
C 6.887 -2.944 -3.126
C 7.213 -3.746 -4.444
O 6.983 -3.197 -5.766
H 6.823 -3.634 -2.285
H 7.740 -2.302 -2.909
H 6.560 -4.618 -4.468
H 8.218 -4.167 -4.410
O 0.840 4.935 -1.590
C 0.441 5.426 -2.892
C 0.960 4.675 -4.224
O 0.788 3.289 -4.277
H 0.788 6.459 -2.853
H -0.616 5.694 -2.875
H 2.009 4.914 -4.399
H 0.647 5.188 -5.133
C 4.484 2.638 5.407
O 4.002 1.859 4.570
N 5.457 2.278 6.302
C 6.142 3.257 7.148
C 5.910 0.905 6.462
H 4.243 3.709 5.488
H 5.693 3.121 8.132
H 6.217 4.288 6.802
H 7.201 3.016 7.245
H 5.370 0.277 5.753
H 6.988 0.836 6.316
H 5.762 0.599 7.498
C -2.801 -4.405 -2.279
O -2.063 -3.378 -2.500
N -4.123 -4.448 -2.530
C -4.803 -5.592 -2.021
C -4.848 -3.350 -3.225
H -2.487 -5.339 -1.787
H -4.694 -5.481 -0.942
H -4.410 -6.542 -2.384
H -5.865 -5.512 -2.253
H -5.683 -2.951 -2.649
H -4.240 -2.505 -3.545
H -5.269 -3.810 -4.120
C -5.211 1.526 0.706
O -4.197 0.866 0.924
N -6.421 1.015 0.912
C -6.739 -0.231 1.623
C -7.588 1.849 0.654
H -5.071 2.515 0.244
H -6.020 -1.023 1.414
H -7.692 -0.655 1.307
H -6.699 -0.120 2.707
H -8.233 1.863 1.533
H -7.386 2.906 0.478
H -8.212 1.547 -0.187
```

These are the Mulliken partial charges, in e, on atoms 1 to 8: atom 1 (Sr): 0.521, atom 2 (O): -0.637, atom 3 (C): -0.313, atom 4 (C): -0.310, atom 5 (O): -0.745, atom 6 (H): 0.225, atom 7 (H): 0.199, atom 8 (H): 0.180

***

# 4
DFT (ωB97M-V/def2-TZVPD) results for 2 unconnected molecules or ions with the total composition C13H29NO4PS.

## Properties
Charge: -1
E_LUMO, eV: 2.6525

XYZ file:
```
49
C13H29NO4PS | OMol25 | ωB97M-V/def2-TZVPD
C -1.316 1.941 0.906
C -1.056 1.403 -0.579
O 0.034 0.404 -0.543
C 0.732 0.573 -1.798
O 0.029 0.371 -2.826
C 2.278 0.927 -1.910
C 2.607 2.413 -2.411
C 1.952 3.596 -1.543
C 1.439 4.757 -2.549
P -0.388 4.590 -2.923
O -0.762 5.856 -4.054
O -0.793 3.145 -3.725
S -1.556 4.955 -1.363
H -1.233 1.091 1.680
H -0.567 2.744 1.236
H -2.348 2.439 0.966
H -2.006 1.005 -1.069
H -0.675 2.250 -1.243
H 2.711 0.209 -2.703
H 2.791 0.635 -0.928
H 3.754 2.546 -2.378
H 2.312 2.609 -3.506
H 1.164 3.254 -0.790
H 2.806 4.074 -0.930
H 1.559 5.783 -2.036
H -0.512 6.662 -3.554
H -1.748 2.950 -3.634
C 1.820 -2.449 1.750
C 0.771 -3.249 2.514
N -0.562 -2.665 2.460
C -1.491 -3.253 3.419
C -1.851 -4.728 3.245
C -1.107 -2.423 1.127
C -1.229 -3.618 0.181
H 1.843 -1.408 2.083
H 2.811 -2.877 1.923
H 1.641 -2.466 0.672
H 1.097 -3.284 3.560
H 0.778 -4.285 2.148
H -2.415 -2.665 3.437
H -1.064 -3.128 4.422
H -2.534 -4.881 2.408
H -2.364 -5.090 4.142
H -0.971 -5.358 3.098
H -0.488 -1.666 0.636
H -2.089 -1.945 1.216
H -0.331 -4.239 0.174
H -1.384 -3.260 -0.841
H -2.086 -4.246 0.430
```

These are the Mulliken partial charges, in e, on atoms 1 to 8: atom 1 (C): -1.075, atom 2 (C): 0.615, atom 3 (O): -0.246, atom 4 (C): 0.686, atom 5 (O): -0.589, atom 6 (C): -0.523, atom 7 (C): -0.727, atom 8 (C): 0.020